Version a
Below is an isolated ion of composition C4H13N2 and charge +2, with properties calculated with ωB97M-V/def2-TZVPD.

Structure (XYZ):
```
19
Properties=species:S:1:pos:R:3:lowdin_spin:R:1
N -1.653 0.048 1.669 0.03
C -1.450 -0.916 0.510 0.03
C -0.708 -0.256 -0.729 0.07
N -0.033 0.975 -0.269 0.60
C 1.466 1.049 -0.442 0.10
C 2.098 -0.336 -0.649 0.02
H -1.342 -0.521 2.463 0.00
H -2.627 0.331 1.742 0.00
H -1.005 0.912 1.447 0.01
H -0.825 -1.766 0.816 0.00
H -2.428 -1.419 0.190 0.00
H -1.507 0.089 -1.416 0.02
H -0.185 -0.990 -1.364 0.01
H -0.368 1.785 -0.807 0.02
H 1.777 1.404 0.568 0.06
H 1.797 1.713 -1.304 0.03
H 1.762 -0.717 -1.642 0.01
H 3.128 -0.321 -0.991 0.00
H 2.104 -1.063 0.206 0.00
```

Properties
Charge: +2
E_HOMO (spin up / spin down), eV: -20.6 / -20.5
Multiplicity: 2

=====

Version b
Below is an isolated ion of composition C4H13N2 and charge +2, with properties calculated with ωB97M-V/def2-TZVPD.

Structure (XYZ):
```
19
Properties=species:S:1:pos:R:3:lowdin_spin:R:1
C -0.937 -0.006 0.358 0.02
N -0.148 -1.274 0.673 0.01
C -0.790 -2.596 0.362 0.00
C -0.348 0.721 -0.896 0.07
N 1.075 1.069 -0.740 0.68
C 1.401 2.255 0.008 0.10
H -0.874 0.681 1.192 0.00
H -1.961 -0.250 0.091 0.00
H 0.040 -1.223 1.679 0.00
H -0.094 -3.388 0.633 0.00
H -0.898 -2.673 -0.717 0.00
H -1.692 -2.725 0.952 0.00
H -0.915 1.632 -1.055 0.03
H -0.463 0.033 -1.735 0.00
H 0.729 -1.188 0.161 0.00
H 1.456 1.197 -1.691 0.01
H 1.078 3.145 -0.559 0.06
H 2.452 2.297 0.307 0.02
H 0.889 2.293 0.977 0.00
```

Properties
Charge: +2
E_HOMO (spin up / spin down), eV: -21.8 / -22.1
Multiplicity: 2

=====

Stability ranking, top and bottom: version b is the most stable and version a is the least stable.

=====

Version a
Below is a 2-piece molecular cluster, C3H11N overall, with properties calculated with ωB97M-V/def2-TZVPD.

Structure (XYZ):
```
15
Properties=species:S:1:pos:R:3:mulliken_charge:R:1
C -2.765 -1.214 0.832 -0.95
H -2.326 -2.195 0.741 0.23
H -3.804 -1.178 0.523 0.30
H -2.279 -0.567 -0.063 0.17
H -2.632 -0.725 1.739 0.24
C 1.499 -0.349 0.381 -0.86
N 0.896 0.904 0.006 -0.24
C 1.366 1.401 -1.297 -0.75
H 2.489 -0.350 0.744 0.36
H 0.684 -0.938 1.003 0.21
H 1.624 -0.978 -0.520 0.30
H 0.912 1.624 0.679 0.20
H 2.301 2.090 -1.182 0.22
H 0.454 1.941 -1.702 0.23
H 1.581 0.534 -1.883 0.32
```

Properties
SMILES: CNC.C
E_HOMO, eV: -8.5

=====

Version b
Below is a 2-piece molecular cluster, C3H11N overall, with properties calculated with ωB97M-V/def2-TZVPD.

Structure (XYZ):
```
15
Properties=species:S:1:pos:R:3:mulliken_charge:R:1
C -1.565 0.699 1.603 -0.70
C -2.520 -0.185 0.812 -0.84
H -1.955 1.700 1.765 0.27
H -0.587 0.808 1.125 0.18
H -1.359 0.230 2.567 0.25
H -2.010 -1.046 0.381 0.26
H -3.347 -0.527 1.433 0.30
H -2.973 0.333 -0.040 0.27
C 2.116 0.131 -1.697 -0.66
N 2.941 -0.767 -0.911 -0.54
H 1.043 -0.111 -1.728 0.21
H 2.436 0.142 -2.737 0.30
H 2.198 1.142 -1.302 0.26
H 2.607 -0.851 0.041 0.21
H 2.975 -1.699 -1.311 0.21
```

Properties
SMILES: CC.CN
E_HOMO, eV: -9.2

=====

Stability ranking, top and bottom: version b is the most stable and version a is the least stable.

=====

Version a
Below is one molecule with the formula C4H8N4, with properties calculated with ωB97M-V/def2-TZVPD.

Structure (XYZ):
```
16
Properties=species:S:1:pos:R:3:mulliken_charge:R:1
C -2.056 0.429 0.204 -0.65
C 1.997 0.218 0.795 -0.13
C 1.788 -0.990 0.555 -0.64
C 0.395 -1.187 -0.227 0.47
H -1.611 0.826 1.298 0.20
H -2.795 1.282 -0.420 0.27
H -2.449 -0.796 0.355 0.32
H -0.937 1.454 -1.540 0.34
H 1.792 1.500 -0.551 0.31
H 2.779 0.748 1.472 0.32
H 2.451 -1.642 0.909 0.50
H -1.293 -1.372 -0.707 0.46
N -0.864 0.423 -1.026 -0.62
N 0.339 0.086 -0.916 0.10
N 1.045 1.083 0.075 -0.48
N -0.582 -2.061 -0.277 -0.76
```

Properties
SMILES: [H]/N=c1/cc[nH]n1NC
E_HOMO, eV: -8.7

=====

Version b
Below is one molecule with the formula C4H8N4, with properties calculated with ωB97M-V/def2-TZVPD.

Structure (XYZ):
```
16
Properties=species:S:1:pos:R:3:mulliken_charge:R:1
C -0.583 1.229 2.367 -0.73
C 0.107 0.479 0.472 0.06
C -1.098 -0.739 -1.312 0.14
C 2.061 -0.906 -2.176 -0.27
H 0.459 1.599 2.260 0.21
H -0.674 0.828 3.321 0.28
H -1.169 2.211 2.679 0.22
H 1.113 0.936 0.951 0.17
H -0.932 -1.284 -2.362 0.13
H -2.373 -0.851 0.276 0.36
H 1.308 -1.547 -2.903 0.17
H 3.162 -0.719 -2.181 0.29
N -0.966 0.575 1.086 -0.28
N 0.187 -0.387 -0.664 0.43
N -2.203 -0.979 -0.875 -0.52
N 1.601 -0.447 -0.940 -0.64
```

Properties
SMILES: [H]/N=C\N(/C=N/C)N=C
E_HOMO, eV: -8.8

=====

Stability ranking, top and bottom: version b is the most stable and version a is the least stable.

=====

Version a
Below is one molecule with the formula C4H8N4, with properties calculated with ωB97M-V/def2-TZVPD.

Structure (XYZ):
```
16
Properties=species:S:1:pos:R:3:mulliken_charge:R:1
C -0.323 0.214 -1.496 -0.60
C -0.109 1.649 -0.920 -0.41
C 0.719 -0.150 1.955 -0.38
C 0.654 -1.339 1.246 -0.10
H 0.718 -0.024 -1.842 0.29
H -1.027 0.339 -2.244 0.37
H 0.461 2.559 -1.514 0.25
H -1.020 2.044 -0.637 0.45
H 1.088 0.073 2.917 0.43
H 0.879 -2.370 1.730 0.27
H -0.192 -2.605 -0.242 0.22
H -1.482 -0.249 0.181 0.36
N 0.714 1.244 0.231 -0.01
N 0.010 0.911 1.183 -0.52
N -0.108 -1.559 0.104 -0.15
N -0.983 -0.740 -0.651 -0.48
```

Properties
SMILES: C1=C\NNCC/N=N/1
E_HOMO, eV: -7.8

=====

Version b
Below is one molecule with the formula C4H8N4, with properties calculated with ωB97M-V/def2-TZVPD.

Structure (XYZ):
```
16
Properties=species:S:1:pos:R:3:mulliken_charge:R:1
C -0.491 -0.909 0.623 -0.41
C 1.747 -0.720 -0.006 0.20
C 3.027 -0.181 -0.371 -0.77
C 0.360 1.281 0.146 0.09
H -3.346 -0.496 -0.548 0.27
H -1.875 0.693 -0.438 0.32
H -0.209 -1.513 1.453 0.59
H 1.389 -1.832 0.234 0.34
H 3.898 -0.915 -0.386 0.26
H 3.168 1.087 -0.598 0.12
H 1.395 1.959 0.097 0.06
H -0.818 2.767 0.526 0.23
N -2.300 -0.307 -0.689 -0.51
N -1.710 -1.103 0.060 -0.24
N 0.458 -0.061 0.060 0.01
N -0.942 1.675 0.185 -0.56
```

Properties
SMILES: [H]/N=C/N(C=C)/C=N\N
E_HOMO, eV: -7.8

=====

Stability ranking, top and bottom: version a is the most stable and version b is the least stable.